Entry from the OMol25 dataset: a single H4I2Si2 molecule (ωB97M-V with the def2-TZVPD basis set).

Output
Relative energy (zero: lowest compared OMol25 entry of this formula, charge and spin) ... 0.323 eV
Structure (SMILES) ... [SiH3][SiH](I)I
Calculated total energy ... -32022.0898 eV
Highest occupied orbital energy ... -9.57 eV
LUMO level ... -0.0032 hartree

The geometry in XYZ format:
```
8
Properties=species:S:1:pos:R:3:forces:R:3:mulliken_charge:R:1
Si -1.198483 -0.199748 0.479246 -0.470 -1.590 1.741 0.192
Si 1.024247 0.154937 -0.206535 1.283 0.763 -0.432 0.118
I 1.583986 -1.339871 -2.101324 -0.225 0.140 0.396 -0.056
I 1.184443 2.488194 -1.038688 -0.137 -0.180 0.022 -0.100
H -1.919513 0.954652 1.240769 0.830 -0.884 -0.695 -0.043
H -2.157725 -0.792470 -0.572378 0.910 0.538 0.555 -0.043
H -0.840663 -1.422430 1.540796 -0.717 1.560 -1.259 -0.042
H 2.323708 0.156736 0.658115 -1.474 -0.346 -0.327 -0.025
```
Forces are in eV/Å.